Model A:
{
  "formula": "H7O3S",
  "method": "ωB97M-V with the def2-TZVPD basis set",
  "elements": ["S", "H", "H", "H", "O", "H", "H", "O", "H", "H", "O"],
  "xyz": [[-1.85, -0.13, -1.24], [-1.42, 0.17, -2.47], [-0.06, -0.97, 2.17], [0.75, -0.92, 0.89], [0.86, -1.02, 1.87], [1.65, -0.52, -1.22], [0.16, -0.82, -1.26], [1.05, -1.26, -1.08], [-0.08, 1.71, 1.49], [-0.83, 1.56, 0.20], [-0.22, 2.19, 0.65]],
  "lumo_energy_ev": 4.04,
  "orbital_gap_ev": 7.749,
  "charge": -1
}

***

Model B:
{
  "formula": "H7O3S",
  "method": "ωB97M-V with the def2-TZVPD basis set",
  "elements": ["S", "H", "H", "H", "O", "H", "H", "O", "H", "H", "O"],
  "xyz": [[0.18, 0.13, -0.71], [1.45, -0.07, -0.34], [-0.64, 0.02, 1.47], [-0.98, -1.22, 2.26], [-0.96, -0.27, 2.36], [0.18, 3.14, 0.73], [0.37, 2.39, -0.54], [0.42, 3.30, -0.20], [0.98, -3.26, -0.83], [-0.05, -2.18, -0.99], [0.04, -3.17, -0.95]],
  "lumo_energy_ev": 3.93,
  "orbital_gap_ev": 7.978,
  "charge": -1
}

***

Which one sits at the bottom of the stability order? model A does.

***

Model A:
{
  "formula": "C3H13N2O",
  "method": "ωB97M-V with the def2-TZVPD basis set",
  "elements": ["N", "C", "C", "N", "C", "H", "H", "H", "H", "H", "H", "H", "H", "H", "H", "H", "H", "H", "O"],
  "xyz": [[0.57, 0.44, -1.30], [0.33, -1.02, -1.35], [-0.90, -1.35, -0.47], [-0.94, -0.45, 0.66], [0.04, -0.75, 1.70], [0.20, 0.76, -0.38], [0.11, 0.97, -2.03], [1.57, 0.67, -1.33], [1.21, -1.55, -0.98], [0.18, -1.37, -2.37], [-0.88, -2.41, -0.24], [-1.77, -1.21, -1.11], [-1.88, -0.44, 1.04], [1.04, -0.75, 1.25], [0.04, -0.03, 2.51], [-0.09, -1.74, 2.12], [0.89, 3.35, 1.37], [-0.04, 3.82, 0.24], [0.33, 3.03, 0.65]],
  "lumo_energy_ev": -3.16,
  "orbital_gap_ev": 10.376,
  "charge": 1
}

***

Model B:
{
  "formula": "C3H13N2O",
  "method": "ωB97M-V with the def2-TZVPD basis set",
  "elements": ["C", "N", "C", "N", "C", "H", "H", "H", "H", "H", "H", "H", "H", "H", "H", "H", "H", "H", "O"],
  "xyz": [[0.83, -1.29, -1.09], [0.08, -1.97, -0.02], [0.80, 0.22, -0.80], [-0.50, 0.58, -0.13], [-1.67, 1.13, -0.83], [1.86, -1.62, -1.19], [0.26, -1.42, -1.99], [0.53, -1.84, 0.84], [0.02, -2.96, -0.21], [1.55, 0.42, -0.03], [0.86, 0.82, -1.70], [-0.34, 1.02, 0.80], [-0.83, -0.39, 0.10], [-1.69, 2.20, -0.76], [-1.79, 0.89, -1.88], [-2.62, 0.78, -0.42], [0.62, 2.12, 2.60], [0.81, 0.65, 3.06], [0.47, 1.19, 2.34]],
  "lumo_energy_ev": -2.94,
  "orbital_gap_ev": 11.386,
  "charge": 1
}

***

Which one sits at the bottom of the stability order? model B does.

***

Model A:
{
  "formula": "C3H13N2O",
  "method": "ωB97M-V with the def2-TZVPD basis set",
  "elements": ["C", "C", "C", "N", "N", "H", "H", "H", "H", "H", "H", "H", "H", "H", "H", "H", "H", "H", "O"],
  "xyz": [[-1.31, -0.09, -0.17], [-0.40, -0.09, -1.34], [0.50, -1.35, -1.35], [1.54, -1.20, -0.31], [-0.50, -0.09, 1.16], [-1.92, -1.01, -0.16], [-1.97, 0.77, -0.05], [-0.78, 0.05, -2.34], [0.28, 0.77, -1.34], [-0.11, -2.25, -1.33], [0.97, -1.46, -2.33], [1.59, -2.09, 0.18], [0.45, -0.42, 0.79], [2.50, -1.11, -0.59], [-0.99, -0.64, 1.86], [-0.41, 0.89, 1.42], [0.44, 3.63, 1.46], [-0.12, 2.99, 2.65], [0.24, 2.73, 1.79]],
  "lumo_energy_ev": -2.85,
  "orbital_gap_ev": 11.395,
  "charge": 1
}

***

Model B:
{
  "formula": "C3H13N2O",
  "method": "ωB97M-V with the def2-TZVPD basis set",
  "elements": ["N", "C", "C", "C", "N", "H", "H", "H", "H", "H", "H", "H", "H", "H", "H", "H", "H", "H", "O"],
  "xyz": [[-0.72, -0.87, -1.03], [0.66, -0.19, -0.61], [1.62, -1.16, 0.06], [0.26, 0.99, 0.26], [1.37, 2.00, 0.03], [-1.40, -0.45, -1.65], [-1.18, -1.05, -0.12], [-0.43, -1.81, -1.31], [1.09, 0.20, -1.53], [1.12, -1.84, 0.79], [2.58, -0.76, 0.41], [1.78, -1.93, -0.68], [-0.68, 1.48, 0.06], [0.47, 0.80, 1.30], [1.08, 2.89, 0.41], [2.27, 1.89, 0.47], [-3.09, 0.02, 0.50], [-3.23, -1.15, 1.25], [-2.53, -0.50, 1.10]],
  "lumo_energy_ev": -3.49,
  "orbital_gap_ev": 9.437,
  "charge": 1
}

***

Which one sits at the bottom of the stability order? model B does.